# C16H34BrN2O2S

A cluster of 2 separate species, C16H34BrN2O2S in total (ωB97M-V/def2-TZVPD, OMol25).

For the LUMO energy (alpha / beta), the calculation gives 0.616 / 0.615 eV. The HOMO-LUMO gap (alpha / beta) comes out at 8.4 / 9.4 eV. As for the spin multiplicity: 2. The calculation puts the largest force on an atom at 0.00699 hartree/bohr. For the total energy, the calculation gives -3862.13904 Eh.

Structure (XYZ):
```
56
C16H34BrN2O2S, DFT ωB97M-V/def2-TZVPD
C -3.60 -0.66 3.34
C -3.62 -1.26 1.93
Br -2.57 -2.94 1.87
C -3.31 -0.31 0.78
C -1.88 0.26 0.48
C -2.08 1.63 -0.22
C -2.68 2.85 0.54
N -3.06 2.63 1.94
C -0.96 0.30 1.71
C 0.47 0.81 1.45
C 1.46 0.12 2.39
C 0.57 2.32 1.64
N 0.87 0.53 0.03
O 2.05 0.90 -0.29
C 0.28 -0.55 -0.80
C 1.00 -1.87 -0.46
C 0.56 -0.18 -2.26
C -1.24 -0.68 -0.55
H -4.62 -0.45 3.65
H -3.05 0.28 3.36
H -3.16 -1.34 4.07
H -4.62 -1.65 1.73
H -3.98 0.53 0.96
H -3.64 -0.79 -0.14
H -1.12 1.92 -0.64
H -2.72 1.42 -1.08
H -3.58 3.16 0.00
H -1.98 3.68 0.45
H -2.36 3.03 2.57
H -3.92 3.11 2.15
H -1.38 0.94 2.49
H -0.91 -0.71 2.12
H 1.35 -0.97 2.38
H 2.48 0.37 2.10
H 1.29 0.46 3.41
H -0.33 2.83 1.31
H 0.73 2.56 2.70
H 1.42 2.72 1.08
H 0.86 -2.14 0.58
H 0.58 -2.67 -1.07
H 2.06 -1.78 -0.67
H 0.25 0.84 -2.46
H 0.00 -0.85 -2.91
H 1.62 -0.27 -2.49
H -1.44 -1.70 -0.25
H -1.76 -0.53 -1.51
C 4.58 -2.39 -2.72
S 4.02 -1.27 -4.00
O 3.54 -2.11 -5.13
C 5.65 -0.67 -4.47
H 3.70 -2.90 -2.34
H 5.27 -3.11 -3.15
H 5.05 -1.82 -1.91
H 6.26 -1.51 -4.78
H 6.10 -0.14 -3.62
H 5.51 0.02 -5.30
```